Density functional theory data (ωB97M-V with the def2-TZVPD basis set) for a cluster of 10 separate species, C6H34N2O9 in total.

Cartesian coordinates (Å):
O -2.34038 2.54854 1.01634
O -2.33504 2.04677 -2.78450
O 2.86769 -1.86084 0.88475
O -1.77291 -0.79411 -3.76666
O 0.23246 3.09640 -0.47413
O 0.78750 0.02171 -3.34345
O 0.34095 2.59934 -3.12175
O 3.08795 0.87547 0.07597
O 1.92217 3.12181 1.61537
N 0.70359 -2.07206 -1.19567
N 0.66424 1.13385 2.64061
C 0.16883 -1.39951 3.06091
C -0.95402 -1.86820 2.07829
C -1.68346 -3.01933 -0.91656
C -0.73756 -1.40400 0.70581
C 0.00751 0.11512 3.51992
C -0.27771 -2.57605 -0.24303
H -1.86708 -1.48962 2.56879
H 2.28265 0.76381 -0.45631
H 0.58186 1.72659 -3.07624
H -1.72256 -1.05499 0.23513
H -2.38621 -2.19549 -0.95390
H 0.81502 3.93175 -0.45456
H 0.41207 0.23327 4.54514
H -0.18312 -0.18506 -3.46069
H 1.17083 -1.69174 2.48641
H 0.19734 1.27641 1.76085
H 0.69412 -2.69476 -2.02328
H -1.83200 -1.10040 -2.83194
H -1.56071 2.43269 -3.14329
H -2.35091 -0.09984 -3.96496
H 0.26553 -1.95995 4.04643
H -1.00087 -2.96820 2.09141
H -1.65585 2.67081 0.34567
H 2.53887 2.59467 1.16353
H 0.78804 2.52877 0.15940
H 2.23429 -2.05158 0.14325
H 1.56981 0.61210 2.30037
H 3.26772 0.10795 0.55147
H -1.12651 0.42747 3.59776
H -2.46851 2.38300 -1.87341
H -2.06222 3.42372 1.42149
H 0.60431 -1.12757 -1.52096
H 0.03065 -3.40836 0.33078
H 2.29882 -1.89291 1.70594
H -1.98150 -3.77519 -0.32092
H 0.29343 2.72719 -2.16821
H -0.01703 -0.56547 0.58367
H -1.55067 -3.53508 -1.77033
H 1.86396 3.32997 2.47716
H 1.17463 0.06113 -4.24790

The HOMO-LUMO gap comes out at 0.3575 Eh. Its relative energy (zero: lowest compared OMol25 entry of this formula, charge and spin) is 440.0 kJ/mol. For the molecular weight, the calculation gives 278.3 Da. As for the spin multiplicity: 1. As for the charge: 0.

Density functional theory data (ωB97M-V with the def2-TZVPD basis set) for a cluster of 12 separate species, C6H34NO11 in total.

Cartesian coordinates (Å):
O 3.35954 0.34285 -2.68598
O -2.29162 -3.72489 -0.96875
O 0.30178 -3.33114 1.02984
O -1.99029 3.48777 -1.52099
O -3.31034 -2.48831 1.52627
O 2.99574 -0.75724 -0.12587
O 1.77442 0.78790 1.90283
O 2.24412 2.80966 -1.73403
O 0.49052 0.79057 -3.97032
O 0.74503 -1.66934 2.88853
O 3.52934 2.33771 0.55659
N 0.03056 0.85471 -0.95491
C -2.11502 -0.47757 -0.96798
C -1.63220 1.78341 3.11197
C -0.68148 -0.24400 -1.63628
C -1.60733 -0.06752 1.45330
C -2.29358 0.26053 0.31723
C -1.77680 0.52289 2.73660
H 4.03792 1.59698 0.90080
H -1.21548 2.60321 2.56900
H -2.32971 -4.31827 -1.73593
H 2.77991 2.84646 -0.93606
H -2.84988 -0.05584 -1.66592
H -0.11466 0.94954 0.05304
H 2.98418 2.75127 1.23579
H -0.75887 -0.05249 -2.72452
H -3.22202 0.76532 0.21393
H 1.04201 0.72393 -1.11857
H -3.36748 -3.44539 1.44464
H -2.03335 -0.21589 3.51727
H -1.49542 4.15314 -1.04102
H 2.61321 2.96094 -2.61198
H -3.13264 -3.25070 -0.96188
H -0.54712 -3.48150 0.57631
H 2.65007 0.06914 0.26107
H 0.22494 -2.17150 2.19050
H -0.11606 -1.18581 -1.68389
H -3.32542 -2.13879 2.42053
H -0.08923 1.70427 -1.55879
H 1.44663 0.70626 -3.91713
H 3.78539 0.81800 -1.96936
H 3.22918 -1.31173 0.62819
H 3.91828 -0.32786 -3.08900
H -0.81222 -0.80997 1.21652
H -2.93423 3.62713 -1.57881
H -1.64020 2.14581 4.15290
H 1.59114 -0.05220 2.35923
H -2.22008 -1.55827 -0.73095
H 0.85669 -2.12893 3.72036
H 2.69052 1.06597 1.98220
H -0.04926 0.03871 -4.19740
H 0.63085 -4.23894 1.12091

The HOMO-LUMO gap (alpha / beta) comes out at 0.0747 / 0.3302 Eh. Its relative energy (zero: lowest compared OMol25 entry of this formula, charge and spin) is 428.5 kJ/mol. For the molecular weight, the calculation gives 296.3 Da. As for the spin multiplicity: 2. As for the charge: 0.